Here is C26H23Br2IrN5O5S2 as an isolated structure at a distorted geometry from OMol25. Energies are from ωB97M-V with the def2-TZVPD basis set.

Summary:
* strongest force on any atom: 1.9 eV Å⁻¹
* frontier orbital gap (spin up / spin down): 6.03 / 7.21 eV
* DFT total energy: -209619.268 eV
* <S²>: 6.011
* total charge: -1
* spin multiplicity: 5

Geometry as XYZ:
```
64
Properties=species:S:1:pos:R:3:forces:R:3
Ir 0.1867 -0.0036 0.9290 -0.246 0.179 -0.629
O 0.4454 4.9353 -2.6736 0.092 0.109 0.387
S 1.4797 4.3825 -1.8329 -0.083 0.013 -0.599
O 2.6355 3.8601 -2.5238 -0.072 0.191 0.334
N 0.8655 3.2360 -0.8225 0.284 0.898 -0.211
C 1.0877 3.5714 0.4243 -0.793 -1.708 0.247
S 0.7532 2.5561 1.7350 0.363 0.009 0.322
C 1.6667 4.8816 0.6573 0.599 1.779 -0.048
C 1.8851 5.5318 1.8719 -0.143 -0.407 -0.437
C 2.4113 6.8081 1.8487 0.147 0.318 -0.080
C 2.7376 7.4354 0.6472 -0.069 -0.260 -0.030
C 2.5192 6.7892 -0.5682 0.136 0.356 -0.081
C 1.9701 5.5326 -0.5414 -0.370 -0.933 0.500
H 1.6312 5.0390 2.7984 0.004 -0.076 0.039
H 2.5724 7.3305 2.7822 0.037 0.033 0.021
H 3.1653 8.4278 0.6611 0.006 0.058 -0.029
H 2.7692 7.2656 -1.5047 0.004 0.060 -0.070
N -2.3942 1.7480 2.3934 0.017 -0.142 0.412
C -2.4325 2.0618 1.0790 -0.273 0.144 -0.492
C -3.4115 2.9455 0.5913 0.036 0.022 0.001
C -3.4965 3.1779 -0.7602 0.233 -0.091 0.040
C -2.5897 2.5564 -1.6124 -0.017 -0.061 -0.033
C -1.6418 1.7231 -1.0605 -0.252 0.127 -0.247
N -1.5699 1.4654 0.2422 -0.010 -0.080 0.491
H -2.8591 2.3602 3.0426 0.046 -0.015 -0.131
H -1.5734 1.2750 2.7515 0.136 -0.049 0.075
H -4.0820 3.4236 1.2917 -0.067 -0.003 0.023
H -4.2493 3.8424 -1.1582 -0.070 0.078 0.008
H -2.6059 2.7209 -2.6749 0.028 0.056 -0.161
H -0.9131 1.2269 -1.6824 0.066 -0.033 -0.036
C 2.1573 0.5861 -1.5493 0.215 0.117 -0.187
C 2.0869 0.0335 -0.1560 0.559 0.071 0.569
O 3.0535 -0.2493 0.5031 -0.637 0.163 -0.296
H 3.1568 0.4098 -1.9515 -0.020 -0.070 -0.012
H 1.9669 1.6603 -1.4937 0.129 -0.379 -0.010
H 1.4119 0.1437 -2.2019 -0.094 -0.078 0.014
Br 0.1721 -0.3901 3.4257 -0.202 0.005 0.404
N -1.0906 -1.5412 -1.8010 0.155 0.209 -0.166
C -2.0072 -1.7875 -0.8321 -0.386 -0.050 0.053
C -3.1462 -2.5677 -1.1026 -0.043 0.022 0.013
C -4.1040 -2.7245 -0.1321 0.190 0.134 -0.103
C -3.9199 -2.1058 1.0998 -0.020 -0.089 0.086
C -2.7590 -1.3938 1.3051 -0.296 -0.097 0.173
N -1.8303 -1.2261 0.3687 0.531 0.043 -0.081
H -1.1263 -2.1520 -2.6025 0.014 0.017 0.089
H -0.1314 -1.3765 -1.4797 -0.043 -0.237 -0.088
H -3.2316 -3.0383 -2.0705 -0.062 -0.051 -0.079
H -4.9831 -3.3233 -0.3182 -0.082 -0.059 -0.062
H -4.6511 -2.1962 1.8854 -0.037 -0.002 0.138
H -2.5665 -0.9311 2.2605 0.137 0.054 0.081
Br -1.0303 -4.9119 0.7416 -0.033 -0.178 -0.041
C 0.7570 -5.3086 0.2273 -0.116 0.047 0.079
C 1.1328 -6.6404 0.1519 -0.090 -0.005 0.024
C 2.4289 -6.9578 -0.2113 -0.001 -0.061 0.026
C 3.3247 -5.9503 -0.5314 0.111 -0.023 0.011
C 2.9226 -4.6282 -0.4973 -0.028 -0.090 -0.004
C 1.6378 -4.2888 -0.0956 -0.126 0.201 -0.021
C 1.2378 -2.8246 -0.0857 0.044 -0.323 -0.027
O 1.4601 -2.1798 -1.1234 0.396 -0.100 -0.656
O 0.7015 -2.3940 0.9509 -0.154 0.219 0.525
H 0.4114 -7.4152 0.3701 -0.004 -0.007 0.059
H 2.7354 -7.9938 -0.2424 0.021 -0.070 -0.033
H 4.3370 -6.2013 -0.8093 0.115 -0.010 -0.069
H 3.5905 -3.8336 -0.7913 0.088 0.102 0.006
```
Forces are in eV/Å.